A structure of composition C33H77N11O11Rb, computed with wB97M-V/def2-TZVPD.

Values from the calculation:
* calculated total energy: -2757.66948 Eh
* M: 889.51 Da
* total charge: +1
* highest occupied orbital energy: -10.557 eV
* 2S+1: 1

Each line ends with the Mulliken charge.
Geometry (Å):
Rb (0.472, -0.094, 0.973)  0.16
O (0.573, -5.456, -4.162)  -0.70
O (2.038, 0.872, -1.361)  -0.56
O (-0.905, 2.228, 0.090)  0.24
O (-0.141, 5.532, 4.971)  -0.67
O (2.195, -2.458, 1.448)  0.00
O (-2.265, -1.369, 0.537)  -0.01
O (-5.985, 2.087, -3.817)  -0.69
O (-1.166, 0.232, 3.400)  -0.21
O (5.259, 5.797, -0.438)  -0.67
O (-3.211, -1.784, -4.365)  -0.79
O (2.555, 0.465, 2.885)  -0.01
N (-0.904, 3.425, 4.498)  0.02
N (2.100, -4.738, 1.681)  -0.09
N (-4.344, 0.611, -3.506)  0.12
N (-4.382, -2.220, 0.482)  -0.04
N (-2.016, 4.215, -0.097)  -0.14
N (-1.589, -3.377, -4.319)  0.13
N (2.874, -5.622, -4.090)  -0.20
N (0.407, 1.190, -2.911)  0.12
N (3.828, 5.326, 1.304)  -0.05
N (4.687, 0.713, 2.145)  -0.07
N (-1.018, -1.803, 4.356)  -0.10
C (1.452, 1.576, -2.180)  0.68
C (-2.077, -2.228, -6.440)  -1.18
C (3.092, -6.756, -4.979)  -1.00
C (-5.108, -1.090, -0.100)  -0.29
C (4.239, -3.682, 1.511)  -1.35
C (-2.804, 2.508, 1.419)  -0.44
C (1.939, 2.942, -2.459)  -1.04
C (-1.782, -3.696, -2.895)  -1.15
C (0.687, -4.919, 1.719)  -0.49
C (-1.011, 4.814, -1.071)  -0.74
C (-2.669, -3.520, 1.479)  -0.88
C (4.761, 6.049, 0.699)  0.67
C (0.038, 4.371, 4.609)  0.42
C (-5.376, 1.085, -4.167)  0.83
C (-2.281, -2.410, -4.936)  0.67
C (-0.301, -0.103, -2.787)  -0.28
C (-1.848, 2.959, 0.355)  0.09
C (4.736, 0.093, 0.835)  -1.05
C (3.300, 4.066, 0.717)  -0.43
C (-5.895, 0.325, -5.410)  -0.92
C (5.172, 7.303, 1.469)  -1.04
C (-3.093, -2.255, 0.768)  0.22
C (-3.194, -0.828, 4.014)  -1.18
C (-2.277, 3.848, 4.685)  -1.06
C (1.666, -5.099, -3.771)  0.67
C (1.695, -3.959, -2.745)  -0.26
C (1.452, 3.901, 4.431)  0.17
C (3.713, 0.828, 3.052)  0.49
C (4.155, 1.403, 4.414)  -1.25
C (-1.711, -0.768, 3.861)  0.44
C (2.719, -3.560, 1.677)  0.45
C (0.498, -1.879, 4.535)  -0.84
C (-3.785, 1.211, -2.386)  -0.86
H (4.576, -4.569, 2.047)  0.42
H (1.732, -2.972, -3.206)  0.15
H (1.617, 3.404, -3.392)  0.41
H (-0.830, -0.297, -3.720)  0.41
H (2.652, -4.097, -2.242)  0.22
H (1.391, 2.850, 4.151)  -0.15
H (-6.961, 0.128, -5.297)  0.31
H (4.381, -3.991, 0.475)  0.30
H (4.517, 8.148, 1.256)  0.24
H (1.961, 4.024, 5.387)  0.32
H (-2.399, 1.877, 2.210)  -0.38
H (-3.093, 2.005, -2.668)  0.50
H (-1.652, -1.231, -6.560)  0.27
H (-1.228, -4.616, -2.707)  0.41
H (-0.050, 1.858, -3.516)  0.31
H (-1.603, -2.609, 4.527)  0.32
H (5.040, 0.867, 0.130)  0.41
H (2.281, 3.991, 1.095)  0.08
H (3.026, 3.022, -2.473)  0.39
H (5.602, 0.862, 2.547)  0.16
H (-0.129, 5.055, -0.477)  0.23
H (1.957, 4.520, 3.690)  -0.26
H (-2.547, 4.254, 5.660)  0.38
H (5.197, 7.046, 2.528)  0.33
H (-1.386, -2.959, -2.196)  0.16
H (3.696, -5.130, -3.770)  0.25
H (-1.432, 5.737, -1.469)  0.41
H (0.440, -5.970, 1.874)  0.40
H (0.695, -1.777, 5.602)  0.36
H (-1.335, -2.912, -6.851)  0.39
H (-4.532, 1.751, -1.803)  0.49
H (0.310, -1.003, -2.718)  -0.15
H (-5.373, -0.623, -5.542)  0.12
H (5.448, -0.717, 0.677)  0.40
H (-2.842, 4.763, 0.094)  0.24
H (0.924, -3.987, -1.975)  -0.19
H (-3.615, 1.982, 0.916)  0.15
H (-2.803, -3.826, -2.537)  0.41
H (-3.549, -1.824, 3.750)  0.40
H (-3.557, -0.064, 3.327)  0.05
H (-2.246, -4.256, 0.796)  0.35
H (3.841, 3.188, 1.071)  0.11
H (-0.810, 2.448, 4.260)  0.24
H (3.792, -6.407, -5.738)  0.38
H (-4.888, -3.065, 0.704)  0.26
H (1.086, -1.079, 4.083)  0.20
H (3.497, -7.652, -4.507)  0.30
H (-3.487, -0.572, 5.032)  0.40
H (1.539, 3.531, -1.634)  -0.15
H (0.841, -2.870, 4.237)  0.32
H (3.306, 4.130, -0.371)  0.16
H (-3.444, -4.057, 2.026)  0.54
H (0.168, -4.379, 2.511)  -0.01
H (-4.978, -0.941, -1.172)  0.22
H (4.906, -2.838, 1.684)  0.21
H (2.687, -5.560, 1.649)  0.22
H (-3.885, -0.238, -3.806)  0.38
H (-0.760, 4.129, -1.881)  0.11
H (0.335, -4.558, 0.753)  0.05
H (-6.163, -1.035, 0.166)  0.43
H (-2.715, 4.442, 3.882)  0.28
H (-4.567, -0.231, 0.297)  -0.26
H (3.770, 2.378, 4.712)  0.14
H (2.260, -7.016, -5.633)  0.33
H (-3.011, -2.354, -6.987)  0.30
H (5.242, 1.488, 4.416)  0.40
H (6.199, 7.614, 1.276)  0.33
H (-2.894, 2.953, 4.611)  0.29
H (3.787, 0.799, 5.244)  0.29
H (3.488, 5.562, 2.226)  0.20
H (-5.776, 0.942, -6.300)  0.28
H (3.844, -0.285, 0.336)  0.27
H (-3.372, 0.451, -1.723)  -0.35
H (-3.366, 3.335, 1.852)  0.46
H (-0.917, -3.945, -4.815)  0.20
H (-1.975, -3.265, 2.280)  -0.25
H (-1.034, -0.064, -1.982)  -0.15